Record 1
ORCA calculation (the ωB97M-V functional and the def2-TZVPD basis) on a cluster of 7 separate species, C29H60NO6 in total in a non-equilibrium geometry.

ORCA input file:
```
! RIJCOSX wB97M-V def2-TZVPD def2/J DEFGRID3
* xyz 1 1
C -1.17627 -3.48442 1.21516
C -0.43974 -2.13222 0.65090
C 1.01749 -2.24482 -0.10370
C 1.93892 -1.54757 1.06234
N 1.13383 -0.33758 1.48203
C -0.26994 -0.91032 1.76893
H -1.15112 -4.39490 0.47820
H -0.77155 -3.83543 2.27990
H -2.31791 -3.19836 1.38044
H -1.13742 -1.75136 -0.20792
H 1.08087 -1.57804 -1.09141
H 1.44972 -3.34916 -0.22462
H 1.74785 -2.28381 1.98108
H 3.09971 -1.47517 0.93613
H 1.64257 0.11433 2.29488
H 0.91886 0.41587 0.76425
H -0.38884 -1.41947 2.84192
H -1.18889 -0.18901 1.53294
C -3.53209 -6.55258 -2.10596
C -3.71137 -5.29435 -2.91557
C -2.68427 -4.37090 -2.29756
O -1.61087 -5.19772 -1.82714
C -2.03780 -6.56638 -1.86898
H -3.89230 -7.45373 -2.60861
H -4.06125 -6.45754 -1.15029
H -3.45624 -5.48860 -3.96403
H -4.72577 -4.88910 -2.87989
H -3.09750 -3.83708 -1.43521
H -2.29813 -3.63648 -3.01029
H -1.50988 -7.05572 -2.69474
H -1.76530 -7.06640 -0.93549
C -4.00868 1.68004 1.61793
C -3.75250 1.56700 3.09858
C -4.98145 0.82510 3.57701
O -5.40617 -0.01694 2.49640
C -4.69060 0.36422 1.31322
H -3.10358 1.83816 1.02608
H -4.69638 2.51147 1.42266
H -2.85710 0.95926 3.27460
H -3.61512 2.53042 3.59605
H -5.80004 1.51644 3.80355
H -4.78437 0.21525 4.46340
H -3.95818 -0.42153 1.09828
H -5.38335 0.43563 0.47020
C 2.24432 -2.42733 -4.72716
C 3.04585 -1.19625 -4.39138
C 2.25948 -0.10668 -5.08714
O 0.88679 -0.52243 -5.09178
C 0.82648 -1.90000 -4.69694
H 2.40482 -3.25841 -4.03577
H 2.49467 -2.76874 -5.73864
H 3.03491 -1.03091 -3.30758
H 4.08727 -1.24646 -4.71915
H 2.57701 0.00935 -6.12881
H 2.34938 0.86096 -4.58510
H 0.41034 -1.93920 -3.68436
H 0.16041 -2.44756 -5.36942
C 7.96994 0.52895 -6.47295
C 8.22611 0.41591 -4.99229
C 6.99716 -0.32599 -4.51387
O 6.57244 -1.16803 -5.59447
C 7.28801 -0.78687 -6.77765
H 8.87504 0.68707 -7.06479
H 7.28224 1.36038 -6.66821
H 9.12151 -0.19183 -4.81628
H 8.36350 1.37933 -4.49483
H 6.17857 0.36535 -4.28732
H 7.19425 -0.93584 -3.62747
H 8.02043 -1.57261 -6.99259
H 6.59526 -0.71546 -7.62067
C 3.84573 4.11222 2.73343
C 4.10191 3.99918 4.21409
C 2.87296 3.25728 4.69251
O 2.44824 2.41524 3.61191
C 3.16381 2.79640 2.42873
H 4.75083 4.27034 2.14159
H 3.15803 4.94365 2.53817
H 4.99731 3.39144 4.39010
H 4.23929 4.96260 4.71155
H 2.05437 3.94862 4.91906
H 3.07004 2.64743 5.57891
H 3.89622 2.01065 2.21379
H 2.47105 2.86781 1.58571
C -6.78772 5.74108 4.69479
C -6.83384 5.29758 6.13420
C -5.89233 4.11301 6.13106
O -4.90742 4.36694 5.11984
C -5.34232 5.48234 4.32991
H -7.08513 6.78217 4.54589
H -7.44548 5.10602 4.08949
H -6.43551 6.08969 6.77916
H -7.83759 5.04387 6.48438
H -6.41630 3.18951 5.86279
H -5.39947 3.96671 7.09654
H -4.70941 6.33925 4.58517
H -5.21135 5.25574 3.26822
*
```

Computed properties:
LUMO level in eV: -2.81
Orbital gap in eV: 8.3
F_max in hartree/bohr: 0.0635
DFT total energy in Eh: -1646.74045

Record 2
ORCA calculation (the ωB97M-V functional and the def2-TZVPD basis) on a structure of composition C29H61As3IrN6P in a non-equilibrium geometry.

ORCA input file:
```
! RIJCOSX wB97M-V def2-TZVPD def2/J DEFGRID3
* xyz 3 2
Ir 1.16810 1.15569 -1.10293
C 3.80947 3.29227 0.18500
As 2.68519 1.79103 0.58151
C 1.74317 2.29922 2.17605
C 3.97520 0.46838 1.14712
C 3.53643 -0.99343 1.15318
C 2.16337 -1.16540 1.82099
C 3.53816 -1.47691 -0.29601
As 2.02870 -1.03006 -1.40038
C 2.70659 -1.43402 -3.14813
C 0.77436 -2.45027 -1.05748
C 4.58496 -1.81600 1.93291
As 4.12240 -3.73440 2.13739
C 5.88061 -4.36754 2.67925
C 3.30476 -3.69225 3.91019
H 3.20975 4.16793 -0.05560
H 4.46005 3.05931 -0.65514
H 4.40621 3.49261 1.07494
H 2.45440 2.25462 2.99950
H 0.91075 1.62432 2.35506
H 1.37395 3.31867 2.07043
H 4.27194 0.79467 2.14740
H 4.84051 0.60489 0.49573
H 1.37624 -0.59308 1.32311
H 2.20686 -0.84447 2.86477
H 1.86656 -2.21548 1.80981
H 3.56553 -2.57018 -0.32837
H 4.42230 -1.11169 -0.82271
H 3.04881 -2.46901 -3.12691
H 3.53768 -0.77486 -3.39165
H 1.92367 -1.32651 -3.89727
H 1.33774 -3.27722 -0.62583
H 0.32324 -2.76347 -1.99672
H 0.00194 -2.11873 -0.37210
H 4.73804 -1.38922 2.92795
H 5.54726 -1.78487 1.41354
H 6.55908 -4.38132 1.82862
H 5.76969 -5.38286 3.05588
H 6.29857 -3.74362 3.46883
H 2.26781 -3.36429 3.86935
H 3.86467 -3.04943 4.59022
H 3.32966 -4.70873 4.30109
N -0.30717 0.64208 -0.02717
P -1.81905 0.42718 -0.21569
N -2.39170 -0.84639 0.69764
C -3.74563 -1.41662 0.53207
C -3.71894 -2.89865 0.89308
C -3.31334 -3.10646 2.36675
C -2.61040 -1.86677 2.93618
C -1.66419 -1.25656 1.91825
N -2.68839 1.70370 0.42031
C -2.22582 2.31529 1.69256
C -2.95450 3.62920 1.93507
C -4.46536 3.40221 2.11181
C -4.93912 2.16431 1.33540
C -4.10733 1.95703 0.07615
N -2.45737 0.18709 -1.71590
C -2.04801 -1.07312 -2.38216
C -2.85510 -1.29496 -3.65149
C -2.68756 -0.11663 -4.60592
C -3.05951 1.18141 -3.89756
C -2.24064 1.34090 -2.62564
H -4.06979 -1.25180 -0.49231
H -4.43919 -0.88852 1.19455
H -3.01853 -3.40545 0.22414
H -4.70482 -3.31663 0.69507
H -2.65204 -3.96938 2.44358
H -4.18952 -3.32696 2.97406
H -2.04169 -2.12652 3.82831
H -3.34642 -1.11743 3.24017
H -0.89920 -1.98711 1.63241
H -1.12555 -0.39067 2.31322
H -1.14890 2.44460 1.62843
H -2.43282 1.62453 2.51998
H -2.76198 4.29669 1.09183
H -2.52942 4.10010 2.82030
H -5.00338 4.28467 1.76811
H -4.70618 3.28027 3.16698
H -5.98257 2.26913 1.04143
H -4.87151 1.27006 1.96073
H -4.14632 2.86661 -0.53456
H -4.46967 1.14028 -0.54403
H -2.18116 -1.90437 -1.68844
H -0.97705 -1.01161 -2.63486
H -3.90825 -1.41327 -3.38452
H -2.52791 -2.22300 -4.12274
H -3.29870 -0.25861 -5.49539
H -1.64169 -0.06064 -4.93159
H -4.12140 1.17449 -3.63805
H -2.88145 2.04389 -4.54100
H -2.48976 2.26843 -2.11199
H -1.16365 1.38339 -2.89539
N 2.10300 3.41039 -4.60611
C 1.52558 4.37941 -3.82095
C 1.29226 3.79221 -2.62250
N 1.71678 2.46988 -2.68149
C 2.20926 2.28256 -3.89504
H 2.41846 3.53516 -5.55734
H 1.34452 5.38074 -4.17301
H 0.85491 4.21928 -1.73474
H 2.63050 1.36666 -4.27360
*
```

Computed properties:
LUMO level (alpha / beta) in eV: -9.26 / -10.79
Orbital gap (alpha / beta) in eV: 5.6 / 4.0
F_max in hartree/bohr: 0.0204
<S²>: 0.761
DFT total energy in Eh: -8622.25314
Energy above the lowest of the compared OMol25 structures with the same formula, charge and spin in eV: 0.927